Molecular formula: C2H7N2
Method: DFT, the ωB97M-V functional and the def2-TZVPD basis

The value obtained for the largest force on an atom is 3.49 eV/A. The net charge is +1. The calculation puts the calculated total energy at -189.47245 Eh. As for the gap between HOMO and LUMO: 6.928 eV. The HOMO energy is -15.82 eV.

XYZ file:
```
11
C2H7N2 (the ωB97M-V functional and the def2-TZVPD basis)
C 0.221 -0.896 -1.349
N -0.467 1.420 0.806
C 0.038 -0.156 0.928
N 0.788 -0.353 -0.169
H 0.439 -1.976 -1.429
H -0.869 -0.748 -1.402
H 0.709 -0.424 -2.195
H 0.220 1.953 0.273
H -0.715 1.913 1.668
H 0.569 -0.089 1.884
H -0.932 -0.644 0.987
```

---

Molecular formula: C5H8N2
Method: DFT, the ωB97M-V functional and the def2-TZVPD basis

The value obtained for the largest force on an atom is 0.94 eV/A. The calculation puts the calculated total energy at -304.78518 Eh. As for the gap between HOMO and LUMO: 11.320 eV. Its SMILES is N#C[C@H](N)C1CC1. The HOMO energy is -10.34 eV.

XYZ file:
```
15
C5H8N2 (the ωB97M-V functional and the def2-TZVPD basis)
N 1.142 2.105 1.584
C 1.001 1.100 1.031
C 0.916 -0.196 0.305
N 2.079 -0.404 -0.552
C -0.372 -0.330 -0.514
C -1.552 0.579 -0.317
C -1.628 -0.852 0.127
H 0.928 -0.977 1.073
H 2.926 -0.357 0.007
H 2.137 0.354 -1.228
H -0.153 -0.657 -1.528
H -1.473 1.345 0.450
H -2.103 0.876 -1.205
H -2.255 -1.541 -0.430
H -1.593 -1.045 1.197
```

---

Molecular formula: C4H6Cl2Si
Method: DFT, the ωB97M-V functional and the def2-TZVPD basis

The value obtained for the largest force on an atom is 4.29 eV/A. The calculation puts the calculated total energy at -1365.78133 Eh. As for the gap between HOMO and LUMO: 7.444 eV. The HOMO energy is -9.89 eV.

XYZ file:
```
13
C4H6Cl2Si (the ωB97M-V functional and the def2-TZVPD basis)
C -2.225 -0.716 1.983
C -1.425 -0.009 1.452
C 0.079 -0.873 -1.453
C 0.458 1.686 0.396
Si 1.248 0.205 -0.414
Cl 2.678 0.942 -1.689
Cl 2.193 -0.884 1.011
H -2.958 -1.339 2.417
H 0.456 -1.890 -1.532
H -0.913 -0.926 -1.011
H -0.021 -0.481 -2.461
H 0.766 2.039 1.366
H -0.335 2.247 -0.065
```

---

Molecular formula: C3H5ClS
Method: DFT, the ωB97M-V functional and the def2-TZVPD basis

The value obtained for the largest force on an atom is 0.53 eV/A. The calculation puts the calculated total energy at -975.60867 Eh. As for the gap between HOMO and LUMO: 10.313 eV. Its SMILES is C=C=CCl.S. The HOMO energy is -9.62 eV.

XYZ file:
```
10
C3H5ClS (the ωB97M-V functional and the def2-TZVPD basis)
C 0.289 -1.506 0.551
C 1.066 -0.673 -0.063
C 1.793 0.220 -0.656
Cl 3.176 0.944 0.114
H -0.550 -1.169 1.139
H 0.459 -2.571 0.515
H 1.623 0.572 -1.660
S -2.604 2.005 0.052
H -3.150 1.058 0.802
H -2.102 1.120 -0.794
```